Entry 1:
Molecular formula: C2H8OS
Method: DFT, wB97M-V/def2-TZVPD

Structure (XYZ):
```
12
Properties=species:S:1:pos:R:3
S -0.21 -2.30 0.31
H -1.22 -1.55 -0.16
H 0.71 -1.44 0.18
C 0.45 1.92 0.03
O 1.02 0.64 -0.33
C -1.08 1.96 -0.31
H 0.56 1.99 1.21
H 0.99 2.71 -0.41
H 2.04 0.86 -0.19
H -1.40 0.93 -0.34
H -1.59 2.55 0.44
H -1.14 2.39 -1.35
```

For the largest force on an atom, the calculation gives 3.94 eV Å⁻¹. The spin multiplicity is 1. For the energy above the lowest of the compared OMol25 structures with the same formula, charge and spin, the calculation gives 24.88 kcal per mole. The electronic energy comes out at -554.37820 Eh. For the orbital gap, the calculation gives 10.03 eV. As for the lowest unoccupied orbital energy: 0.7264 eV. As for the SMILES: CCO.S.



Entry 2:
Molecular formula: H5NO
Method: DFT, wB97M-V/def2-TZVPD

Structure (XYZ):
```
7
Properties=species:S:1:pos:R:3
N -0.51 -1.42 0.67
H 0.25 -2.03 0.64
H -0.41 -0.60 1.10
H -1.20 -1.64 0.11
H 0.13 1.63 -1.34
H 0.86 2.47 -0.33
O 0.88 1.60 -0.85
```

For the largest force on an atom, the calculation gives 4.92 eV Å⁻¹. The spin multiplicity is 1. For the energy above the lowest of the compared OMol25 structures with the same formula, charge and spin, the calculation gives 21.30 kcal per mole. The electronic energy comes out at -132.95893 Eh. For the orbital gap, the calculation gives 10.18 eV. As for the lowest unoccupied orbital energy: 0.9328 eV. As for the SMILES: N.O.



Entry 3:
Molecular formula: C12H20N
Method: DFT, wB97M-V/def2-TZVPD

Structure (XYZ):
```
33
Properties=species:S:1:pos:R:3
C 1.68 -2.16 -0.39
C 0.29 -1.95 -0.14
C 0.80 0.38 0.49
C 2.41 -0.10 0.38
C -0.42 -0.74 0.50
C -1.60 -0.33 -0.26
C 3.44 0.69 1.08
C -1.83 -0.97 -1.55
C 1.52 2.33 -0.99
C -3.40 -0.42 1.47
C 0.56 1.14 -0.80
C -2.63 0.43 0.41
N 2.62 -1.23 -0.15
H 2.00 -3.11 -0.77
H -0.38 -2.85 -0.29
H 0.83 0.96 1.40
H -0.81 -0.86 1.57
H 4.15 0.92 0.33
H 3.87 -0.08 1.74
H 3.28 1.65 1.52
H -2.71 -1.69 -1.43
H -0.92 -1.62 -1.90
H -2.09 -0.29 -2.30
H 2.61 2.03 -1.10
H 1.28 3.05 -0.34
H 1.29 2.63 -2.03
H -4.13 0.29 1.95
H -2.89 -0.71 2.40
H -3.91 -1.34 1.10
H 0.84 0.36 -1.69
H -0.44 1.57 -0.78
H -2.08 1.12 1.00
H -3.22 0.86 -0.45
```

For the largest force on an atom, the calculation gives 5.97 eV Å⁻¹. The spin multiplicity is 1. For the energy above the lowest of the compared OMol25 structures with the same formula, charge and spin, the calculation gives 108.80 kcal per mole. The electronic energy comes out at -523.57104 Eh. The net charge is +1. For the orbital gap, the calculation gives 6.49 eV. As for the lowest unoccupied orbital energy: -5.6107 eV.



Entry 4:
Molecular formula: C4H8O2
Method: DFT, wB97M-V/def2-TZVPD

Structure (XYZ):
```
14
Properties=species:S:1:pos:R:3
C 1.75 -0.73 0.50
C 1.41 0.33 1.24
O 0.99 1.54 0.82
C -1.01 0.05 -1.44
O -0.18 0.92 -1.62
C -1.79 -0.17 -0.18
H 2.05 -1.64 0.99
H 1.78 -0.71 -0.59
H -1.23 -0.66 -2.27
H 1.44 0.28 2.32
H 0.78 1.51 -0.13
H -2.85 -0.01 -0.39
H -1.45 0.50 0.61
H -1.68 -1.21 0.13
```

For the largest force on an atom, the calculation gives 0.53 eV Å⁻¹. The spin multiplicity is 1. For the energy above the lowest of the compared OMol25 structures with the same formula, charge and spin, the calculation gives 39.24 kcal per mole. The electronic energy comes out at -307.64990 Eh. For the orbital gap, the calculation gives 9.79 eV. As for the lowest unoccupied orbital energy: 0.9290 eV. As for the SMILES: C=CO.CC=O.